Entry from OMol25: C42H57BN10OS4SeY as an isolated structure at a distorted geometry (wB97M-V/def2-TZVPD).

Geometry as XYZ:
```
117
C42H57BN10OS4SeY (wB97M-V/def2-TZVPD)
Y 0.36602 2.89296 0.24494
C -3.02525 1.36609 -2.86229
C -2.64093 0.29948 -1.88681
C -3.52639 -0.62414 -1.43340
C -3.13006 -1.57998 -0.46433
N -1.92854 -1.56547 0.02015
N -1.03123 -0.67104 -0.43916
B 0.37102 -1.05128 0.12960
N 0.20969 -1.77988 1.45650
N 0.22193 -3.12240 1.34418
C 0.02236 -3.83120 2.40974
C -0.23590 -3.20217 3.66028
C -0.23784 -1.85417 3.77808
C -0.50026 -1.16792 5.08092
C 0.03791 -1.07689 2.59754
S 0.15499 0.61406 2.64459
C 0.05576 -5.34602 2.28249
C 0.27949 -5.76724 0.82983
C 1.20599 -5.87809 3.15073
C -1.28106 -5.92030 2.77482
N 1.20103 -1.80009 -0.97174
N 0.91130 -2.79515 -1.79285
C 1.82872 -3.06237 -2.69587
C 3.03371 -2.31135 -2.77425
C 3.29713 -1.26511 -1.93514
C 4.51232 -0.39481 -1.97173
C 2.28136 -1.03284 -0.99975
S 1.94824 0.09182 0.29043
C 1.56761 -4.21837 -3.65008
C 2.58515 -5.32859 -3.34150
C 0.15127 -4.76392 -3.46734
C 1.74057 -3.73272 -5.09752
C -1.28734 0.23483 -1.40657
S -0.06219 1.24997 -2.02189
C -4.02470 -2.71381 0.02928
C -3.58022 -3.98343 -0.71634
C -5.49929 -2.43442 -0.26041
C -3.83170 -2.91607 1.53645
H -4.10568 1.38272 -3.00520
H -2.53908 1.19828 -3.82543
H -2.67906 2.33808 -2.50592
H -4.54460 -0.61162 -1.79968
H -0.43766 -3.81215 4.53336
H -0.87822 -1.87524 5.81784
H -1.21295 -0.35424 4.94789
H 0.41936 -0.71561 5.46055
H 1.22440 -5.37759 0.44529
H -0.51746 -5.39451 0.18139
H 0.29910 -6.85786 0.77311
H 2.16621 -5.48396 2.80793
H 1.24261 -6.96835 3.08868
H 1.08010 -5.60723 4.20261
H -2.11862 -5.49969 2.21143
H -1.44631 -5.72033 3.83619
H -1.28727 -7.00377 2.63748
H 3.75877 -2.56793 -3.53742
H 5.17623 -0.67049 -2.78907
H 5.05961 -0.47578 -1.02971
H 4.21846 0.65300 -2.08449
H 2.50125 -5.65471 -2.30114
H 3.61210 -4.99607 -3.51643
H 2.39705 -6.19081 -3.98475
H -0.00418 -5.13684 -2.45348
H -0.00605 -5.58283 -4.17107
H -0.59746 -3.99169 -3.65671
H 2.76500 -3.41899 -5.30915
H 1.07391 -2.89324 -5.31145
H 1.49680 -4.54407 -5.78525
H -3.65024 -3.85096 -1.80024
H -4.21565 -4.82674 -0.43325
H -2.54169 -4.22123 -0.46879
H -5.71843 -2.45678 -1.33057
H -5.81237 -1.46750 0.14149
H -6.11023 -3.20514 0.21159
H -2.77803 -3.06331 1.77589
H -4.39356 -3.79489 1.86139
H -4.19324 -2.05036 2.09800
C -0.47180 6.56934 3.10053
C 0.06573 5.27468 2.57765
N -0.67991 4.37530 2.06916
N -2.01760 4.59228 2.01881
C -2.85820 3.67116 1.46425
N -4.13382 4.08333 1.40269
S -2.40362 2.14026 0.98346
C 1.51362 4.91906 2.65645
C 2.47740 5.80520 3.09881
C 3.79406 5.37231 3.18967
C 4.09957 4.06941 2.85807
C 3.07835 3.25763 2.39294
N 1.82030 3.66991 2.27936
H -1.16810 6.38125 3.92231
H 0.30615 7.22394 3.47387
H -1.00436 7.10979 2.31200
H -2.37078 5.51358 2.22219
H -4.41793 5.02338 1.61874
H -4.80044 3.46824 0.97216
H 2.22665 6.82071 3.36707
H 4.56761 6.05344 3.51928
H 5.10791 3.68750 2.93162
H 3.27404 2.23648 2.09338
Se 2.75546 3.23292 -1.00915
C 2.59252 4.98478 -1.78476
C 2.36664 6.11304 -0.99743
C 2.21822 7.36679 -1.58000
C 2.29909 7.51122 -2.95745
C 2.53117 6.39196 -3.74735
C 2.67539 5.13757 -3.16810
H 2.31561 6.00955 0.07802
H 2.04642 8.23628 -0.95521
H 2.18660 8.48784 -3.41250
H 2.59650 6.49594 -4.82418
H 2.84252 4.26486 -3.78662
C -0.85768 5.15872 -1.70800
O -0.83709 4.23110 -0.65030
H -1.87409 5.28932 -2.09593
H -0.22730 4.84116 -2.54290
H -0.49839 6.14118 -1.38707
```

Properties
**Max |F|**: 1.1 eV Å⁻¹
**Orbital gap**: 6.48 eV
**Electronic energy**: -171836.07093 eV
**Net charge**: +1
**Spin multiplicity**: 1
**Highest occupied orbital energy**: -9.126 eV
**Energy relative to the best compared isomer or geometry (same formula, charge and spin)**: 13.9 kJ/mol